1.
A molecular structure, C14H22O5PV in a non-equilibrium geometry, computed with ωB97M-V/def2-TZVPD.

```
43
Properties=species:S:1:pos:R:3:mulliken_charge:R:1
O -0.258 2.435 -3.286 -0.164
C -0.015 1.707 -4.148 0.173
V 0.114 -0.853 0.160 -0.330
O 0.706 2.445 0.914 -0.122
C 0.491 1.326 0.779 0.137
C -1.424 -2.209 -0.113 0.152
O -2.027 -3.114 -0.535 -0.150
C 1.903 -0.799 -0.601 0.414
O 3.029 -0.555 -0.886 -0.217
C -1.522 -0.077 -0.792 0.391
O -2.561 0.430 -0.972 -0.164
H 0.754 -1.979 -0.641 0.253
C 1.342 -3.812 1.358 -1.408
C 0.243 -3.355 2.326 0.589
C 0.536 -3.955 3.713 -1.725
P 0.037 -1.517 2.270 0.757
C -1.710 -1.263 2.841 0.876
C -2.110 -2.147 4.045 -1.676
C -1.964 0.211 3.158 -1.494
C 1.192 -0.784 3.480 0.728
C 0.836 -1.008 4.957 -1.544
C 2.650 -1.219 3.242 -1.536
H 2.297 -3.324 1.581 0.274
H 1.131 -3.608 0.302 0.296
H 1.508 -4.893 1.452 0.479
H -0.721 -3.767 1.976 0.601
H 1.483 -3.579 4.134 0.308
H -0.263 -3.781 4.442 0.297
H 0.617 -5.050 3.594 0.532
H -2.327 -1.557 1.957 0.385
H -1.466 -1.984 4.917 0.303
H -3.137 -1.863 4.322 0.543
H -2.138 -3.222 3.804 0.351
H -2.154 0.805 2.270 0.305
H -2.865 0.280 3.761 0.441
H -1.146 0.681 3.703 0.336
H 1.145 0.298 3.267 0.448
H 0.794 -2.077 5.200 0.261
H 1.627 -0.560 5.585 0.510
H -0.114 -0.544 5.243 0.328
H 3.016 -1.027 2.224 0.270
H 3.310 -0.674 3.932 0.524
H 2.788 -2.285 3.446 0.267
```

Calculated values
F_max, eV/A: 7.792
E_HOMO (spin up / spin down), Eh: -0.62406 / -0.64952
Spin multiplicity: 3
Energy, a.u.: -2207.45807
Total charge: +2

2.
A gas-phase ion, CHO2 (charge -1) in a non-equilibrium geometry, computed with ωB97M-V/def2-TZVPD.

```
4
Properties=species:S:1:pos:R:3:mulliken_charge:R:1
O 0.418 -0.424 1.098 -0.601
C -0.001 0.030 0.034 0.000
O -0.438 1.140 -0.264 -0.601
H 0.020 -0.745 -0.868 0.202
```

Calculated values
F_max, eV/A: 1.936
E_HOMO, Eh: -0.12936
Structure (SMILES): O=C[O-]
Spin multiplicity: 1
Energy, a.u.: -189.23377
Total charge: -1

3.
C17H23N3O3S in the gas phase, computed with ωB97M-V/def2-TZVPD.

```
47
Properties=species:S:1:pos:R:3:mulliken_charge:R:1
C 3.056 -0.312 0.531 -1.091
O 2.039 0.285 1.297 -0.235
C 2.055 1.638 1.474 0.926
C 2.983 2.496 0.899 -0.636
C 2.955 3.854 1.172 -0.727
C 2.005 4.374 2.030 -0.699
C 1.066 3.533 2.598 -0.336
C 1.064 2.173 2.319 -0.022
N 0.103 1.361 2.942 -0.077
C -0.387 0.159 2.515 0.190
S -0.742 -1.004 3.640 -0.410
N -0.661 -0.012 1.208 0.391
C -0.764 1.068 0.251 -0.373
C -1.841 0.728 -0.772 -1.407
N -1.458 -0.458 -1.516 0.225
C -1.642 -0.457 -2.852 0.262
O -2.212 0.459 -3.419 -0.694
C -1.184 -1.668 -3.659 0.153
C -2.177 -2.853 -3.555 -0.768
C -1.263 -4.085 -3.466 -0.559
C 0.132 -3.502 -3.727 -0.505
O 0.081 -2.167 -3.273 -0.445
C -0.743 -1.460 -0.748 -0.250
C -1.066 -1.316 0.732 -1.630
H 2.871 -1.384 0.587 0.261
H 3.015 0.009 -0.515 0.407
H 4.048 -0.096 0.940 0.405
H 3.747 2.109 0.244 0.428
H 3.689 4.500 0.716 0.391
H 1.991 5.429 2.257 0.386
H 0.317 3.923 3.271 0.457
H 0.031 1.474 3.946 0.321
H -1.027 1.992 0.773 0.599
H 0.187 1.229 -0.272 0.200
H -1.966 1.542 -1.490 0.547
H -2.801 0.565 -0.269 0.270
H -1.136 -1.327 -4.705 0.556
H -2.812 -2.756 -2.675 0.287
H -2.821 -2.882 -4.431 0.410
H -1.520 -4.847 -4.198 0.347
H -1.307 -4.533 -2.473 0.249
H 0.930 -4.007 -3.182 0.334
H 0.359 -3.523 -4.802 0.315
H 0.337 -1.351 -0.899 0.182
H -1.030 -2.458 -1.077 0.392
H -2.138 -1.474 0.910 0.276
H -0.525 -2.072 1.307 0.698
```

Calculated values
F_max, eV/A: 0.709
E_HOMO, Eh: -0.28861
Structure (SMILES): COc1ccccc1NC(=S)N1CCN(C(=O)[C@@H]2CCCO2)CC1
Spin multiplicity: 1
Energy, a.u.: -1449.76934

4.
A molecular structure, C25H22Br6N4O6 in a non-equilibrium geometry, computed with ωB97M-V/def2-TZVPD.

```
63
Properties=species:S:1:pos:R:3:mulliken_charge:R:1
C 36.540 11.109 -16.809 -0.337
Br 36.210 12.354 -18.304 -0.014
Br 36.329 9.251 -17.521 -0.010
Br 35.118 11.445 -15.405 -0.018
H 37.554 11.337 -16.481 0.379
C 22.037 -0.340 -12.942 -0.311
Br 21.590 1.502 -12.253 -0.012
Br 20.521 -1.000 -14.083 -0.023
Br 22.530 -1.667 -11.554 -0.005
H 22.883 -0.274 -13.625 0.351
C 24.926 8.339 -7.197 -0.362
C 25.664 9.171 -8.023 -0.548
C 25.085 9.590 -9.242 -0.074
C 23.882 9.122 -9.707 -0.070
C 23.262 8.131 -8.924 -0.222
C 23.782 7.735 -7.678 -0.405
N 23.239 9.652 -10.926 0.961
O 23.829 10.552 -11.460 -0.571
O 22.103 9.304 -11.225 -0.575
H 25.291 8.044 -6.224 0.354
H 26.566 9.643 -7.661 0.364
H 25.650 10.298 -9.829 0.402
H 22.271 7.738 -9.096 0.374
H 23.251 6.986 -7.109 0.371
C 40.883 -2.210 -19.845 -0.391
C 40.236 -1.861 -18.705 -0.383
C 38.860 -1.812 -18.717 -0.260
C 38.151 -2.133 -19.905 0.056
C 38.869 -2.368 -21.044 -0.205
C 40.229 -2.343 -21.010 -0.419
N 36.633 -2.267 -19.824 0.930
O 36.081 -1.647 -18.935 -0.558
O 36.101 -2.851 -20.709 -0.570
H 41.955 -2.223 -19.718 0.333
H 40.731 -1.481 -17.823 0.353
H 38.419 -1.446 -17.801 0.367
H 38.373 -2.737 -21.930 0.393
H 40.773 -2.570 -21.915 0.353
C 35.005 -3.206 -9.937 -0.514
C 34.355 -2.924 -11.192 -0.345
C 34.388 -3.868 -12.205 -0.338
C 35.166 -5.044 -12.087 0.100
C 35.812 -5.329 -10.906 -0.361
C 35.660 -4.443 -9.813 -0.270
N 35.232 -5.986 -13.252 0.942
O 34.614 -5.662 -14.274 -0.571
O 35.869 -7.032 -13.113 -0.572
H 35.071 -2.570 -9.066 0.377
H 33.808 -2.031 -11.458 0.370
H 33.910 -3.646 -13.148 0.426
H 36.351 -6.245 -10.714 0.411
H 35.998 -4.872 -8.881 0.346
N 29.759 3.067 -14.463 -0.549
C 28.823 3.540 -13.594 -0.160
C 28.675 4.870 -13.201 -0.374
C 29.619 5.767 -13.765 -0.232
C 30.553 5.319 -14.710 -0.346
C 30.597 3.964 -15.012 -0.160
H 28.243 2.793 -13.073 0.363
H 27.941 5.188 -12.476 0.370
H 29.524 6.835 -13.637 0.352
H 31.231 6.015 -15.181 0.354
H 31.247 3.517 -15.749 0.382
```

Calculated values
F_max, eV/A: 2.855
E_HOMO, Eh: -0.35704
Spin multiplicity: 1
Energy, a.u.: -17080.00773

5.
A molecular structure, C40H44AsN5PPdS, computed with ωB97M-V/def2-TZVPD.

```
93
Properties=species:S:1:pos:R:3:mulliken_charge:R:1
Pd 0.327 0.363 -0.971 0.394
C 3.238 -0.502 -0.949 -1.186
N 1.998 -0.898 -0.226 0.569
C 1.691 -2.352 -0.242 -0.976
C 0.445 -2.647 -1.012 0.214
N -0.548 -1.793 -1.131 0.967
C -1.580 -2.501 -1.755 -0.301
C -2.883 -2.131 -2.082 -0.208
C -3.685 -3.071 -2.694 -0.976
C -3.214 -4.362 -2.983 -0.528
C -1.935 -4.754 -2.650 -1.243
C -1.139 -3.800 -2.026 0.854
N 0.160 -3.854 -1.539 0.006
C 2.934 0.305 -2.164 0.350
N 1.713 0.528 -2.615 0.414
C 1.874 1.245 -3.808 -0.269
C 0.952 1.668 -4.763 -0.185
C 1.437 2.327 -5.874 -0.873
C 2.810 2.551 -6.058 -0.559
C 3.740 2.096 -5.147 -1.104
C 3.238 1.440 -4.031 0.757
N 3.878 0.825 -2.961 -0.094
H 3.808 -1.388 -1.240 0.452
H 3.873 0.073 -0.271 0.505
H 2.174 -0.651 0.747 -0.301
H 1.525 -2.670 0.795 0.224
H 2.543 -2.929 -0.606 0.466
H -3.261 -1.154 -1.834 0.099
H -4.703 -2.816 -2.955 0.494
H -3.876 -5.067 -3.467 0.441
H -1.578 -5.751 -2.862 0.472
H 0.773 -4.653 -1.568 0.237
H -0.094 1.435 -4.677 0.396
H 0.747 2.657 -6.638 0.464
H 3.146 3.069 -6.945 0.427
H 4.800 2.235 -5.304 0.449
H 4.875 0.722 -2.849 0.265
S 0.556 1.318 1.849 0.096
C -0.071 2.205 3.294 0.762
C -0.386 3.536 3.426 -0.633
C -0.716 3.976 4.712 -0.698
C -0.702 3.115 5.803 -0.701
C -0.380 1.769 5.652 -0.710
C -0.079 1.329 4.379 -0.258
As 0.360 -0.279 3.450 0.956
C -1.133 -1.440 3.294 0.105
C -1.428 -2.094 2.102 0.883
C -2.508 -2.961 2.065 -0.699
C -3.269 -3.175 3.209 -0.721
C -2.963 -2.520 4.394 -0.794
C -1.890 -1.641 4.444 -0.734
C 1.979 -1.215 3.708 0.630
C 1.931 -2.593 3.919 -0.329
C 3.111 -3.269 4.187 -0.805
C 4.312 -2.571 4.246 -0.536
C 4.350 -1.195 4.033 -0.757
C 3.180 -0.505 3.767 -0.423
H -0.369 4.225 2.594 0.540
H -0.972 5.015 4.861 0.439
H -0.939 3.496 6.786 0.447
H -0.363 1.109 6.509 0.533
H -0.852 -1.914 1.203 0.050
H -2.759 -3.464 1.140 0.547
H -4.111 -3.853 3.175 0.438
H -3.561 -2.687 5.278 0.451
H -1.666 -1.121 5.369 0.389
H 0.989 -3.127 3.889 0.490
H 3.093 -4.334 4.367 0.467
H 5.227 -3.101 4.473 0.450
H 5.289 -0.662 4.095 0.463
H 3.198 0.571 3.629 0.468
C -3.128 2.706 -3.474 -1.382
C -2.268 1.516 -3.032 -0.120
P -1.156 1.902 -1.654 0.857
C -0.304 3.466 -2.040 -0.806
C 1.064 3.665 -1.383 -0.837
C -2.245 2.250 -0.235 -0.690
C -2.943 1.028 0.353 -1.139
H -3.817 2.372 -4.249 0.437
H -2.525 3.507 -3.897 0.326
H -3.731 3.115 -2.665 0.326
H -1.673 1.156 -3.867 0.369
H -2.889 0.681 -2.719 0.227
H -0.996 4.253 -1.720 0.699
H -0.245 3.542 -3.128 0.458
H 1.265 4.728 -1.270 0.443
H 1.856 3.238 -1.994 0.099
H 1.116 3.213 -0.386 0.039
H -2.984 2.963 -0.614 0.729
H -1.657 2.794 0.509 0.149
H -2.233 0.311 0.765 0.065
H -3.547 0.515 -0.394 0.341
H -3.615 1.338 1.153 0.487
```

Calculated values
F_max, eV/A: 0.556
E_HOMO, Eh: -0.57732
Spin multiplicity: 1
Energy, a.u.: -4926.80423
Total charge: +3

6.
4 unconnected molecules or ions with the total composition C23H47NO8S4Si in a non-equilibrium geometry, computed with ωB97M-V/def2-TZVPD.

```
84
Properties=species:S:1:pos:R:3:mulliken_charge:R:1
C 3.638 4.239 -0.011 -0.587
C 4.871 3.202 -0.056 -0.295
C 5.266 2.780 -1.548 -1.027
C 4.193 1.859 -2.303 -0.151
C 3.960 0.413 -1.642 -0.797
C 2.352 0.215 -1.417 -0.112
C 2.046 0.690 0.083 0.120
Si 0.197 0.887 0.518 -0.019
S -0.376 -0.957 1.555 -0.225
N -0.892 1.149 -0.888 0.595
C -0.455 2.252 -1.772 0.049
C 0.173 3.639 -1.317 -0.602
O -0.560 2.054 -3.014 -0.463
C -2.166 1.649 -0.290 0.427
C -3.307 2.363 -1.171 -0.905
O -2.398 1.571 0.951 -0.501
H 2.661 3.790 0.364 -0.032
H 3.423 4.667 -1.052 0.198
H 3.910 5.069 0.740 0.347
H 4.718 2.300 0.647 0.266
H 5.768 3.769 0.396 0.374
H 6.337 2.353 -1.574 0.303
H 5.328 3.764 -2.151 0.354
H 3.246 2.472 -2.452 0.065
H 4.621 1.673 -3.359 0.307
H 4.433 -0.450 -2.208 0.388
H 4.474 0.452 -0.608 0.367
H 2.080 -0.875 -1.601 0.259
H 1.859 0.839 -2.230 -0.039
H 2.457 -0.135 0.778 0.431
H 2.616 1.637 0.354 -0.452
H 0.110 1.969 1.524 -0.142
H -1.099 -1.630 0.560 0.049
H -0.381 4.457 -1.912 0.455
H 0.032 3.900 -0.220 0.267
H 1.254 3.653 -1.675 -0.092
H -3.506 1.707 -2.081 0.276
H -4.229 2.500 -0.502 0.310
H -2.953 3.422 -1.458 0.249
O -0.965 2.987 7.191 -0.668
S -0.509 1.713 6.683 1.159
O 0.826 1.218 6.931 -0.686
C -1.688 0.460 7.158 -0.728
C -2.705 0.452 6.025 -0.758
C -1.890 0.544 4.733 -0.090
C -0.847 1.646 4.927 -0.485
H -2.123 0.707 8.125 0.431
H -1.156 -0.492 7.216 0.324
H -3.325 -0.446 6.049 0.365
H -3.366 1.322 6.107 0.332
H -1.387 -0.411 4.552 0.091
H -2.525 0.749 3.869 0.156
H 0.076 1.426 4.389 0.234
H -1.233 2.620 4.620 0.346
O 1.442 0.258 -7.280 -0.687
S 1.054 -0.538 -6.138 1.148
O 1.923 -0.726 -4.998 -0.610
C -0.536 0.031 -5.565 -0.479
C -1.541 -0.784 -6.368 -0.703
C -0.997 -2.214 -6.384 -0.631
C 0.493 -2.135 -6.722 -0.660
H -0.627 1.105 -5.726 0.411
H -0.607 -0.196 -4.499 0.215
H -2.539 -0.735 -5.929 0.334
H -1.601 -0.401 -7.392 0.333
H -1.127 -2.664 -5.394 0.287
H -1.531 -2.842 -7.101 0.332
H 1.061 -2.921 -6.225 0.340
H 0.662 -2.179 -7.799 0.353
O -3.438 -5.142 4.707 -0.693
S -2.663 -4.404 3.736 1.020
O -2.157 -3.076 4.001 -0.526
C -1.315 -5.436 3.186 -0.670
C -1.892 -6.214 2.010 -0.608
C -2.700 -5.199 1.198 -0.513
C -3.553 -4.398 2.183 -0.612
H -0.980 -6.076 4.002 0.397
H -0.503 -4.780 2.864 0.325
H -1.105 -6.677 1.412 0.346
H -2.553 -7.007 2.373 0.304
H -2.015 -4.527 0.671 0.186
H -3.322 -5.688 0.445 0.333
H -3.693 -3.369 1.851 0.323
H -4.523 -4.870 2.348 0.366
```

Calculated values
F_max, eV/A: 4.834
E_HOMO, Eh: -0.34432
Structure (SMILES): CCCCCCC[Si@H](S)N(C(C)=O)C(C)=O.O=S1(=O)CCCC1.O=S1(=O)CCCC1.O=S1(=O)CCCC1
Spin multiplicity: 1
Energy, a.u.: -3443.41711

7.
A molecular structure, C18H28BF4N6ORuS2Si, computed with ωB97M-V/def2-TZVPD.

```
62
Properties=species:S:1:pos:R:3:mulliken_charge:R:1
Ru -0.890 -0.125 -0.670 0.864
C -2.432 -0.631 -3.256 -0.926
C -1.337 -1.671 -3.145 -0.775
N -1.010 -1.925 -1.718 -0.131
C -1.844 -2.920 -1.005 -1.009
C -3.147 -2.326 -0.502 -0.590
S -2.900 -0.692 0.314 -0.176
C -4.098 0.309 -0.645 -0.738
C -3.501 1.060 -1.845 -0.913
N -2.212 0.489 -2.304 0.177
H -3.404 -1.067 -3.029 0.496
H -2.467 -0.252 -4.278 0.560
H -0.434 -1.297 -3.620 0.107
H -1.636 -2.601 -3.636 0.552
H -0.046 -2.247 -1.681 0.385
H -1.255 -3.274 -0.160 0.381
H -2.047 -3.776 -1.655 0.442
H -3.593 -2.996 0.232 0.578
H -3.865 -2.197 -1.308 0.353
H -4.498 1.036 0.058 0.520
H -4.899 -0.375 -0.923 0.566
H -3.327 2.089 -1.564 0.362
H -4.219 1.050 -2.669 0.528
H -1.670 1.212 -2.777 0.315
C 3.064 0.296 5.192 -1.128
Si 2.598 -0.682 3.667 0.152
C 4.130 -1.354 2.830 -1.059
C 1.466 -2.081 4.162 -1.009
C 1.784 0.529 2.460 0.651
C 2.149 1.876 2.501 -0.051
C 1.630 2.804 1.610 -1.339
C 0.709 2.384 0.673 -0.580
N 0.325 1.106 0.627 0.338
C 0.856 0.206 1.472 0.142
S 0.239 -1.370 1.031 -0.624
H 3.500 -0.369 5.940 0.343
H 2.186 0.770 5.637 0.359
H 3.799 1.075 4.984 0.342
H 4.679 -2.026 3.492 0.374
H 4.805 -0.546 2.538 0.331
H 3.867 -1.913 1.929 0.314
H 1.931 -2.629 4.986 0.344
H 1.295 -2.783 3.346 0.312
H 0.495 -1.718 4.504 0.352
H 2.860 2.212 3.247 0.278
H 1.919 3.844 1.643 0.431
H 0.259 3.056 -0.039 0.771
F -2.472 1.811 1.487 -0.405
B -2.446 3.003 0.726 0.380
F -1.720 2.700 -0.488 -0.367
F -1.788 4.009 1.400 -0.339
F -3.751 3.347 0.365 -0.357
N 2.720 0.313 -1.432 -0.193
C 1.770 0.441 -2.379 0.455
O 0.537 0.297 -2.099 -0.161
C 2.104 0.693 -3.725 0.227
C 3.450 0.867 -4.113 -0.272
N 4.574 0.960 -4.359 -0.569
C 1.017 0.697 -4.628 0.187
N 0.052 0.649 -5.263 -0.665
H 3.686 0.476 -1.661 0.234
H 2.450 0.178 -0.474 -0.128
```

Calculated values
F_max, eV/A: 0.578
E_HOMO (spin up / spin down), Eh: -0.29853 / -0.29822
Spin multiplicity: 2
Energy, a.u.: -2711.87089

8.
C5H10N2 in the gas phase in a non-equilibrium geometry, computed with ωB97M-V/def2-TZVPD.

```
17
Properties=species:S:1:pos:R:3:mulliken_charge:R:1
C 2.845 0.726 0.948 -0.241
N 2.638 -0.368 0.365 -0.464
C 1.331 -0.839 0.198 -0.119
C 0.503 -0.461 -0.761 -0.178
C -0.936 -0.888 -0.827 -0.821
C -1.901 -0.146 0.083 -0.560
N -1.960 1.294 -0.048 -0.499
H 1.959 1.312 1.225 0.235
H 3.837 1.159 1.012 0.261
H 1.013 -1.477 1.018 0.332
H 0.893 0.119 -1.592 0.331
H -1.258 -0.982 -1.866 0.414
H -1.023 -1.940 -0.522 0.313
H -2.896 -0.580 -0.026 0.275
H -1.699 -0.395 1.129 0.297
H -1.913 1.674 -0.979 0.201
H -1.432 1.790 0.645 0.224
```

Calculated values
F_max, eV/A: 1.362
E_HOMO, Eh: -0.31993
Structure (SMILES): C=N/C=C/CCN
Spin multiplicity: 1
Energy, a.u.: -305.95871

9.
2 unconnected molecules or ions with the total composition C6H13NO in a non-equilibrium geometry, computed with ωB97M-V/def2-TZVPD.

```
21
Properties=species:S:1:pos:R:3:mulliken_charge:R:1
C 0.806 0.303 1.733 -1.726
C 0.702 -0.468 0.423 1.411
N 1.915 -0.630 -0.354 -0.627
C -0.138 -1.647 0.398 -0.454
O -0.964 -1.933 1.503 -0.528
H 1.312 1.256 1.575 0.391
H -0.181 0.505 2.151 0.402
H 1.385 -0.259 2.475 0.418
H -0.008 0.320 -0.324 -0.298
H 2.593 -1.213 0.125 0.240
H 2.350 0.261 -0.557 0.274
H 0.320 -2.536 -0.041 0.337
H -1.017 -1.296 -0.496 0.136
H -0.424 -1.971 2.301 0.333
C -1.742 -0.322 -1.322 -0.694
C -1.085 0.737 -1.222 0.192
C -0.848 2.143 -1.605 -1.086
H -2.643 -0.794 -1.657 0.399
H -1.642 2.520 -2.254 0.326
H -0.795 2.782 -0.720 0.283
H 0.103 2.242 -2.134 0.273
```

Calculated values
F_max, eV/A: 1.190
E_HOMO, Eh: -0.30401
Structure (SMILES): C[C@@H](N)CO.C#CC
Spin multiplicity: 1
Energy, a.u.: -366.24516